# 1
Entry from the OMol25 dataset: a single C5H9N molecule (ωB97M-V with the def2-TZVPD basis set).

```
15
Properties=species:S:1:pos:R:3:forces:R:3:mulliken_charge:R:1
C 0.09706 0.37632 -1.57624 0.3 -0.7 1.1 -0.87
N -2.34401 -0.35509 -0.11059 -1.5 -2.2 -0.7 -0.56
C -1.16434 -0.05693 0.54810 1.0 0.5 0.2 -0.27
C 0.02870 0.24432 -0.03720 -1.6 -0.5 0.0 0.34
C 1.19247 0.25863 0.84799 3.0 -0.5 -0.2 -0.30
C 2.43704 -0.29941 0.62414 -2.0 2.0 0.3 -0.79
H -0.57349 -0.40264 -2.02240 0.5 1.0 0.0 0.30
H -0.14064 1.41899 -1.88693 -0.1 -0.9 0.1 0.23
H 1.12932 0.15200 -1.86813 -0.3 0.1 -0.2 0.27
H -2.17754 -1.09131 -0.86566 -0.6 1.5 1.3 0.24
H -3.09909 -0.71334 0.55196 1.6 0.7 -1.4 0.27
H -1.31337 -0.06482 1.62572 0.6 0.1 0.0 0.33
H 1.17645 0.80719 1.78790 -0.7 -0.2 0.1 0.30
H 2.63807 -0.69965 -0.36581 0.4 -0.3 0.4 0.27
H 3.22277 -0.05842 1.37676 -0.5 -0.6 -0.9 0.24
```
Positions in Å, forces in eV/Å.

Results
Relative energy (zero: lowest compared OMol25 entry of this formula, charge and spin): 158.4 kJ/mol
Frontier orbital gap: 8.61 eV
SMILES: C=C/C(C)=C/N

# 2
Entry from the OMol25 dataset: a molecular structure, C35H48HfO3P4 (ωB97M-V with the def2-TZVPD basis set).

```
91
Properties=species:S:1:pos:R:3:forces:R:3:mulliken_charge:R:1
P -0.06000 -1.43803 -2.68742 0.1 0.6 -1.5 0.90
C -0.23038 0.23231 -3.38459 -0.1 0.3 0.4 -1.02
H -0.38719 0.17017 -4.47037 0.0 -0.1 0.3 0.74
H 0.67181 0.82039 -3.18881 -0.2 -0.1 0.0 0.14
H -1.08222 0.74680 -2.93041 0.1 0.1 -0.2 0.39
C 1.40416 -1.98832 -3.61673 0.4 -0.3 0.4 -1.47
H 1.52634 -3.06872 -3.57492 0.0 0.1 -0.2 0.49
H 2.29441 -1.52768 -3.18594 0.1 0.0 -0.1 0.38
H 1.30787 -1.68478 -4.66122 -0.1 0.1 0.1 0.54
C -1.43902 -2.28825 -3.51544 0.0 -0.4 0.4 -1.33
H -1.29866 -2.21670 -4.59756 0.0 0.0 0.1 0.51
H -2.38254 -1.82552 -3.23697 -0.1 0.0 -0.2 0.44
H -1.47499 -3.33714 -3.22669 -0.2 0.0 -0.2 0.34
P -2.43457 -2.35194 1.41964 -1.2 -1.1 0.8 0.62
C -3.69390 -1.13726 1.90078 0.2 0.5 -0.1 -1.08
H -4.49307 -1.68177 2.42175 0.2 0.1 -0.1 0.65
H -4.10834 -0.64560 1.01733 -0.1 0.0 0.2 0.45
H -3.27788 -0.38500 2.57505 -0.1 0.0 0.0 0.36
C -3.46984 -3.54809 0.53548 0.2 -0.1 -0.5 -1.35
H -2.96463 -4.50627 0.43225 -0.2 0.1 0.0 0.38
H -3.71393 -3.16900 -0.45653 -0.2 -0.1 -0.1 0.39
H -4.38680 -3.69055 1.11381 0.1 0.1 -0.1 0.54
C -2.14010 -3.19424 3.00332 0.5 0.0 0.0 -1.25
H -3.09907 -3.59566 3.34637 0.1 0.1 0.0 0.50
H -1.74523 -2.49454 3.73878 -0.1 -0.1 0.2 0.49
H -1.42924 -4.01130 2.87862 -0.1 0.1 0.2 0.28
P 2.28783 -1.27277 1.58114 1.5 0.3 0.6 0.96
C 2.66616 0.26842 2.46671 -0.4 0.4 -0.2 -1.02
H 3.68508 0.21225 2.87289 -0.2 -0.2 -0.1 0.70
H 1.96531 0.41597 3.29216 0.1 0.0 0.0 0.44
H 2.59579 1.13071 1.79839 0.0 -0.1 0.1 0.10
C 2.61515 -2.47083 2.91111 -0.4 -0.4 -0.2 -1.39
H 3.50358 -2.17003 3.46854 -0.1 0.1 -0.1 0.54
H 2.76931 -3.47235 2.51806 0.1 0.1 0.2 0.45
H 1.76020 -2.50122 3.58645 0.0 0.0 0.2 0.34
C 3.72846 -1.39472 0.47643 -0.2 -0.2 -0.5 -1.28
H 4.65073 -1.36813 1.06496 -0.1 0.0 0.0 0.53
H 3.71983 -0.55918 -0.22517 0.1 0.1 0.0 0.28
H 3.69826 -2.31932 -0.10132 0.2 0.1 0.0 0.35
Hf -0.07895 -1.55220 0.12972 1.9 -1.0 -1.2 -0.92
C -1.97001 -0.82220 -0.76399 -6.2 4.3 -3.2 0.18
O -2.91295 -0.27685 -1.21039 4.9 -3.1 2.3 -0.28
C -0.41550 -0.81651 2.17575 -1.0 4.7 7.4 0.11
O -0.60733 -0.24790 3.20048 1.1 -3.5 -5.8 -0.31
C 0.84966 -4.53383 1.12108 -0.1 -0.2 -0.3 -0.78
C 1.88280 -4.19178 0.22750 -0.1 -0.1 0.4 -1.09
C 1.61614 -4.05974 -1.13188 0.0 -0.2 -0.5 -0.60
C 0.33207 -4.34331 -1.63171 0.0 -0.2 0.6 -0.98
C -0.69720 -4.67991 -0.74241 0.0 -0.2 -0.6 -0.70
C -0.43390 -4.80465 0.62347 0.4 0.0 0.3 -0.94
H 1.08009 -4.75511 2.16094 -0.1 0.1 -0.2 0.69
H 2.92259 -4.20701 0.56611 -0.4 0.3 -0.1 1.04
H 2.44031 -3.90672 -1.83524 -0.3 0.0 0.3 0.62
H 0.17070 -4.47496 -2.69936 0.0 0.3 0.2 1.13
H -1.66171 -5.00539 -1.14398 0.3 0.2 0.1 0.67
H -1.16139 -5.28257 1.28447 0.1 0.4 -0.2 1.10
O 0.22019 0.66627 -0.03965 -0.3 -2.5 0.6 2.61
P 0.15522 2.22108 -0.12746 -0.1 3.8 -0.5 1.23
C 1.08370 3.22589 1.09891 0.1 -0.1 0.5 0.93
C 1.86682 4.35700 0.77285 0.2 -0.2 -0.2 -0.74
C 2.39029 5.19485 1.77056 -0.2 -0.2 0.0 -0.74
C 2.12422 4.94643 3.11737 0.0 -0.2 -0.1 -0.66
C 1.32496 3.85051 3.45554 -0.2 -0.3 -0.2 -0.86
C 0.79432 3.02186 2.45846 0.3 0.0 0.3 -0.32
C 0.75017 2.83711 -1.70933 0.3 -0.1 -0.6 -0.10
C 2.12873 2.72030 -1.98158 -0.1 0.0 -0.2 -0.80
C 2.67030 3.20283 -3.17707 0.0 -0.1 0.2 -0.72
C 1.85273 3.81756 -4.13030 -0.1 -0.1 0.1 -0.73
C 0.48320 3.92741 -3.88126 0.0 -0.1 0.2 -0.91
C -0.06331 3.45151 -2.68321 0.0 -0.2 -0.1 -0.72
C -1.52273 2.88916 0.11130 -0.4 -0.3 0.5 0.60
C -1.92024 4.19680 -0.26412 -0.2 -0.4 0.0 -0.94
C -3.20651 4.66534 0.04110 0.2 -0.2 0.1 -0.92
C -4.09844 3.87108 0.76660 0.3 -0.5 0.0 -0.84
C -3.67755 2.60797 1.20939 0.0 0.0 0.1 -0.69
C -2.39629 2.13750 0.91320 -0.3 0.5 -0.4 0.61
H 2.09011 4.59560 -0.26398 -0.1 0.0 0.2 0.36
H 3.01582 6.04871 1.49771 -0.3 -0.3 0.0 0.46
H 2.53719 5.59156 3.90266 -0.2 -0.3 -0.4 0.43
H 1.11222 3.62780 4.50097 0.0 0.1 -0.3 0.48
H 0.16115 2.18305 2.74812 0.0 0.2 0.1 0.57
H 2.78827 2.26404 -1.24336 0.0 0.1 -0.1 0.52
H 3.74080 3.10337 -3.36165 -0.3 0.1 0.1 0.48
H 2.28317 4.21429 -5.05743 -0.2 -0.2 0.4 0.47
H -0.16812 4.38643 -4.62725 0.2 -0.1 0.3 0.50
H -1.13526 3.54668 -2.52936 0.2 -0.1 -0.1 0.62
H -1.24929 4.85385 -0.80580 0.0 -0.1 0.1 0.67
H -3.51938 5.65957 -0.28763 0.2 -0.3 0.1 0.47
H -5.10594 4.22398 0.99817 0.4 -0.1 -0.1 0.45
H -4.34882 1.98193 1.79816 0.1 0.3 -0.1 0.47
H -2.05581 1.18923 1.31889 -0.1 -0.1 0.0 -0.21
```
Positions in Å, forces in eV/Å.

Results
Net charge: +4
Frontier orbital gap: 4.41 eV

# 3
Entry from the OMol25 dataset: 5 unconnected molecules or ions with the total composition C24H58ClO19P4 (ωB97M-V with the def2-TZVPD basis set).

```
106
Properties=species:S:1:pos:R:3:forces:R:3:mulliken_charge:R:1
C 3.13283 -1.48112 3.56270 0.0 -0.2 -1.3 -0.91
C 3.29206 -2.01089 2.03517 1.0 0.9 0.9 -0.14
O 2.37787 -3.06699 1.70282 -0.3 1.3 -0.3 -0.43
C 1.07995 -2.50794 1.29690 0.7 0.1 -0.3 0.28
C 0.17390 -3.61330 0.60458 -0.4 0.1 -1.7 -0.66
C -1.35134 -3.13675 0.28212 1.0 1.5 3.3 0.00
C -1.41421 -1.51428 0.18580 -1.2 -1.3 -1.1 -1.17
C -1.73531 -0.75898 1.55343 0.1 2.0 -0.7 -0.53
C -3.30539 -0.34675 1.72437 0.3 -0.6 0.7 0.19
C -3.43527 1.23564 1.68090 0.1 0.1 1.8 0.20
O -3.49707 1.91642 2.71450 -0.1 -1.7 -3.5 -0.57
O -3.42726 1.82807 0.36698 1.0 -0.7 1.8 -0.50
C -2.35108 -3.65419 1.44962 1.6 0.5 -1.8 0.28
Cl -2.89832 -5.34752 0.84436 -0.2 0.3 0.5 -0.30
C -1.67308 -3.91089 2.86457 -1.7 0.1 1.0 -0.10
C -2.82503 -3.66777 3.99655 0.5 0.3 0.0 -1.08
H 3.23806 -2.38740 4.23833 -0.2 1.3 -0.6 0.26
H 2.10599 -0.97264 3.64440 1.5 -0.8 0.2 0.19
H 3.94981 -0.69363 3.74616 -1.2 -1.2 -0.1 0.33
H 3.19184 -1.07482 1.38440 -0.1 -1.4 0.5 0.16
H 4.36965 -2.38232 1.87903 -1.7 0.3 0.3 0.32
H 1.33977 -1.69986 0.51758 -0.7 -1.0 1.2 0.29
H 0.64416 -2.00441 2.21524 0.2 -0.6 -1.2 -0.32
H 0.21573 -4.64800 1.08401 -0.1 1.6 -0.3 0.31
H 0.62668 -3.76963 -0.44703 -0.3 0.2 1.6 0.14
H -2.31213 -1.31732 -0.51435 1.2 0.0 1.0 0.36
H -0.51362 -1.09136 -0.39155 -1.2 -0.7 1.2 0.49
H -1.19401 0.26229 1.48922 -0.5 -1.5 0.3 0.55
H -1.34067 -1.23885 2.50013 -0.6 0.4 -1.3 0.00
H -3.57902 -0.71753 2.77836 0.1 1.0 -1.6 0.17
H -3.97869 -0.90206 0.97723 1.0 1.1 0.9 0.01
H -2.55746 1.58472 -0.03500 -1.0 -0.1 0.2 0.35
H -3.31841 -3.04935 1.47149 1.4 -0.9 0.1 0.16
H -1.30648 -4.98758 2.92856 -0.4 1.6 -0.1 0.52
H -0.82469 -3.21541 3.14611 -0.9 -0.8 -0.9 -0.13
H -3.18713 -4.66010 4.41031 0.4 1.3 -0.3 0.30
H -2.39100 -2.98046 4.81214 -0.7 -1.3 -0.9 0.30
H -3.72642 -3.10101 3.57967 1.2 -0.9 0.4 0.21
C 7.02196 1.88277 -1.68820 0.2 -0.3 -0.6 -0.75
O 5.80935 1.70566 -0.95128 3.0 1.9 0.6 -0.28
P 5.60109 2.68821 0.45186 -9.2 -3.1 2.3 0.97
O 4.94127 1.52614 1.18368 1.5 0.2 -0.3 -0.46
O 4.45342 3.55333 -0.35270 0.8 0.5 0.1 -0.28
C 4.84131 4.31365 -1.48272 -0.1 -0.1 -0.4 -0.62
O 5.45741 3.71927 1.82051 3.4 0.7 -1.0 -0.45
C 4.17250 3.83784 2.42688 -0.5 -0.1 -0.2 -0.49
H 7.46613 0.90308 -1.87959 0.0 0.1 0.0 0.24
H 6.80357 2.36271 -2.64532 0.1 0.0 0.0 0.28
H 7.74503 2.49108 -1.14210 0.1 -0.1 -0.2 0.37
H 4.61998 3.73816 -2.38686 0.1 0.1 0.0 0.22
H 5.90568 4.56161 -1.45113 -0.1 0.2 -0.1 0.34
H 4.26355 5.23834 -1.50044 0.1 0.0 0.1 0.19
H 3.92125 2.91875 2.95811 0.1 -0.1 -0.2 0.26
H 3.40048 4.07211 1.69110 0.1 -0.1 0.0 0.24
H 4.21246 4.65524 3.14736 0.4 0.1 -0.2 0.23
C 2.34903 7.88533 1.26700 -0.5 -0.3 0.3 -0.87
O 3.69864 7.51091 1.55284 -1.6 2.4 -1.8 -0.21
P 4.93680 8.52338 0.90885 6.9 -4.8 3.7 1.03
O 5.79699 7.29252 0.64009 -1.0 0.5 -0.9 -0.59
O 5.24790 9.08563 2.42904 -0.5 0.8 -0.3 -0.32
C 4.25294 9.84925 3.09311 -0.1 -0.2 0.2 -0.68
O 6.12944 9.57753 0.25991 -2.7 1.5 -1.4 -0.47
C 7.45786 9.46713 0.74741 0.2 -0.1 0.4 -0.54
H 1.80867 7.00963 0.89972 0.0 0.1 0.0 0.26
H 1.86449 8.23975 2.18019 -0.1 0.0 -0.1 0.30
H 2.29626 8.66919 0.50917 -0.2 0.0 0.0 0.40
H 3.69604 9.19527 3.77057 -0.1 0.1 -0.1 0.19
H 3.56525 10.31805 2.38336 -0.1 0.1 0.2 0.36
H 4.74204 10.62967 3.67790 0.0 0.0 -0.1 0.26
H 7.92391 8.55399 0.37513 -0.2 -0.1 0.1 0.22
H 7.48836 9.49057 1.83885 0.0 -0.1 -0.1 0.27
H 8.02127 10.32256 0.37267 -0.2 0.1 -0.1 0.24
C -2.29528 -8.40088 -4.11638 -0.3 -0.6 0.3 -0.74
O -0.96221 -7.91777 -3.94210 -2.6 1.3 -2.0 -0.31
P -0.59196 -6.38511 -4.64839 9.1 0.9 3.8 1.08
O 0.80464 -6.85386 -5.04370 -1.6 -0.1 -0.6 -0.64
O -0.55704 -5.70602 -3.15079 -0.7 0.0 -1.0 -0.28
C -1.75603 -5.68604 -2.37990 -0.2 -0.1 0.4 -0.19
O -0.40492 -4.84744 -5.39245 -3.4 -1.0 -1.2 -0.48
C 0.73801 -4.07648 -5.05565 0.4 0.1 0.5 -0.42
H -2.25422 -9.43628 -4.46442 0.0 0.1 0.0 0.24
H -2.82448 -8.37186 -3.16083 -0.1 0.0 -0.1 0.26
H -2.84972 -7.81038 -4.84793 -0.2 -0.2 0.0 0.37
H -1.73900 -6.52309 -1.67644 -0.1 0.1 -0.1 0.18
H -2.64346 -5.75501 -3.01745 -0.1 0.1 0.1 0.33
H -1.79723 -4.75207 -1.81641 0.0 0.0 0.0 -0.05
H 1.63353 -4.50982 -5.50319 -0.1 -0.2 0.1 0.24
H 0.85865 -3.98937 -3.97376 0.0 -0.1 -0.1 0.16
H 0.59492 -3.07525 -5.46396 -0.3 -0.1 -0.1 0.24
C -6.58563 0.84775 -2.40519 0.4 0.2 -0.3 -0.77
O -6.13706 -0.47338 -2.11284 -2.1 1.9 0.6 -0.26
P -7.13362 -1.41550 -1.05388 4.7 -6.3 0.0 0.73
O -5.88549 -2.02014 -0.40916 -0.5 1.1 0.2 -0.39
O -7.59328 -2.34163 -2.34387 -0.8 0.3 -0.1 -0.32
C -8.35310 -1.74090 -3.37718 0.3 -0.1 -0.1 -0.68
O -8.17924 -2.31136 -0.01849 -1.6 2.4 0.1 -0.50
C -7.98996 -3.71440 0.07552 0.1 -0.2 -0.2 -0.51
H -5.75581 1.54412 -2.25987 -0.1 0.0 0.0 0.21
H -6.91321 0.90337 -3.44723 -0.1 0.1 0.0 0.27
H -7.41027 1.14968 -1.75611 0.0 0.2 -0.1 0.39
H -7.68248 -1.46184 -4.19578 -0.1 0.1 0.0 0.19
H -8.88870 -0.85619 -3.02006 -0.1 0.0 -0.2 0.35
H -9.07897 -2.46733 -3.74687 0.0 0.0 0.1 0.26
H -7.08296 -3.93850 0.63878 0.1 0.1 -0.2 0.19
H -7.94800 -4.18096 -0.91140 0.1 0.0 0.1 0.24
H -8.84399 -4.13031 0.61256 -0.1 0.2 0.0 0.24
```
Positions in Å, forces in eV/Å.

Results
Net charge: -1
Frontier orbital gap: 1.05 eV

# 4
Entry from the OMol25 dataset: 2 unconnected molecules or ions with the total composition C8H14N3 (ωB97M-V with the def2-TZVPD basis set).

```
25
Properties=species:S:1:pos:R:3:forces:R:3:mulliken_charge:R:1
C 1.64769 -1.24120 -1.26702 0.8 0.2 1.0 -0.52
C 2.93109 -0.65123 -1.52086 -1.0 0.7 0.9 -0.42
C 1.31971 -0.55188 -0.11217 -1.8 0.1 0.7 0.15
C -2.78874 0.49013 -1.02104 -1.2 1.3 1.0 -0.60
C -1.42619 0.59184 -1.48781 2.5 0.9 -0.8 -0.36
C -1.73106 -0.43414 -0.35109 -0.4 3.1 -0.5 -0.19
C 1.98099 1.55573 1.10283 -0.5 -0.6 -0.5 -0.62
C -1.30059 -0.16204 0.95650 1.6 1.8 0.8 -0.71
N 3.12595 0.35719 -0.65913 3.0 0.5 -1.4 -0.92
N 2.15745 0.45219 0.20571 -0.7 -2.6 -1.3 0.77
N -1.29780 -1.13731 2.03524 3.4 -1.4 0.9 -0.26
H 1.10451 -2.09322 -1.68437 0.5 0.5 0.1 0.37
H 3.73177 -0.87137 -2.21436 -0.4 0.0 -0.1 0.46
H -3.13712 1.43908 -0.48394 0.4 -1.8 -0.4 0.22
H -3.57363 -0.03648 -1.52203 -0.2 -0.1 -0.5 0.30
H -0.99371 0.23809 -2.48190 -1.0 0.1 1.5 0.31
H -0.88933 1.56455 -1.17623 -0.8 -1.8 -0.3 0.13
H -1.67740 -1.42446 -0.58249 -0.3 -2.6 -1.2 0.53
H 1.61875 1.08614 2.00040 -0.6 0.3 0.6 0.21
H 2.95937 1.96067 1.38234 -0.4 0.5 -0.7 0.29
H 1.20164 2.13477 0.55687 0.9 0.7 1.2 0.26
H -1.22152 0.86540 1.33688 -0.1 -0.6 -0.2 0.35
H -0.33975 -0.95402 2.70514 -3.3 -1.0 -2.3 0.44
H -1.29906 -2.15598 1.65076 0.2 2.1 1.0 0.41
H -2.10300 -1.02244 2.63173 -0.5 -0.1 0.5 0.37
```
Positions in Å, forces in eV/Å.

Results
Relative energy (zero: lowest compared OMol25 entry of this formula, charge and spin): 821.4 kJ/mol
Net charge: +1
Frontier orbital gap (spin up / spin down): 7.91 / 7.51 eV

In the order shown, the computed E values come out to -6819.35325; -81640.99674; -114393.08734; -12979.39720 eV.